[1]
The following is a DFT calculation (ωB97M-V with the def2-TZVPD basis set) of C3H5N3O in the gas phase.

XYZ file:
```
12
Properties=species:S:1:pos:R:3:forces:R:3:mulliken_charge:R:1
N -1.47437 1.53131 0.15830 0.0 0.0 0.1 -0.471
C -0.52734 0.56796 -0.00598 -0.1 -0.2 0.1 0.686
N -0.73209 -0.69916 0.02006 0.1 0.3 0.0 -0.702
C 0.54398 -1.28420 -0.34780 0.0 -0.1 -0.3 0.216
O 0.89584 -2.39681 0.39474 -0.1 0.1 0.3 -0.483
N 1.57240 -0.21838 -0.38460 -0.2 0.3 0.0 -0.493
C 0.91118 0.86122 -0.27835 0.1 -0.1 -0.1 -0.193
H -1.17246 2.45691 0.41515 0.0 -0.1 0.0 0.225
H -2.35947 1.23538 0.54324 0.1 0.0 -0.1 0.266
H 0.49771 -1.60687 -1.39234 -0.1 -0.1 -0.1 0.263
H 0.49789 -2.30121 1.26766 0.1 0.0 0.0 0.341
H 1.34675 1.85384 -0.39007 0.0 -0.2 0.1 0.345
```
Forces are in eV/Å.

Net charge: 0
Molar mass in g mol⁻¹: 99.09
Electronic energy in eV: -9709.4029
Multiplicity: 1
SMILES string: NC1=N[C@H](O)N=C1
Kohn-Sham gap in eV: 10.15
Relative energy (zero: lowest compared OMol25 entry of this formula, charge and spin) in eV: 1.181
Lowest unoccupied orbital energy in eV: 0.48

[2]
The following is a DFT calculation (ωB97M-V with the def2-TZVPD basis set) of C3H5N3O in the gas phase.

XYZ file:
```
12
Properties=species:S:1:pos:R:3:forces:R:3:mulliken_charge:R:1
H -1.94738 -0.50028 -3.01009 -0.1 -0.1 -0.1 0.226
N -1.43718 -0.25832 -2.16963 -0.2 -0.4 -0.1 -0.557
C -1.51080 -1.17904 -1.29588 -0.2 0.0 -0.4 -0.069
N -0.89108 -0.99618 -0.06981 0.0 0.3 -0.1 -0.481
C -0.27798 0.06454 0.03285 -0.1 0.1 -0.1 0.833
N 0.33197 1.08819 0.24061 -0.1 -0.7 0.5 -0.470
C 1.07199 0.89122 1.52226 0.0 0.3 0.5 -0.333
O 2.24198 0.17255 1.32518 0.3 0.2 -0.1 -0.497
H -2.03665 -2.12726 -1.37315 0.0 0.0 -0.2 0.384
H 1.21359 1.89971 1.90075 0.3 0.0 0.2 0.305
H 0.47809 0.30290 2.23560 0.1 0.3 -0.2 0.318
H 2.76345 0.64197 0.66133 0.1 -0.1 0.1 0.340
```
Forces are in eV/Å.

Net charge: 0
Molar mass in g mol⁻¹: 99.09
Electronic energy in eV: -9707.7168
Multiplicity: 1
SMILES string: [H]/N=C/N=C=NCO
Kohn-Sham gap in eV: 10.22
Relative energy (zero: lowest compared OMol25 entry of this formula, charge and spin) in eV: 2.867
Lowest unoccupied orbital energy in eV: 0.79

[3]
The following is a DFT calculation (ωB97M-V with the def2-TZVPD basis set) of C3H5N3O in the gas phase at a distorted geometry.

XYZ file:
```
12
Properties=species:S:1:pos:R:3:forces:R:3:mulliken_charge:R:1
N -1.85293 -0.62285 0.89025 -0.2 0.0 -0.1 -0.519
C -0.68609 -0.15754 0.30775 0.0 0.0 0.0 0.223
N 0.41707 -0.84724 0.32019 -0.4 0.1 0.0 -0.601
C 1.35998 -0.05454 -0.27414 -0.3 0.0 0.0 0.652
O 2.54996 -0.68597 -0.35557 0.0 0.1 0.0 -0.553
C 0.83872 1.14472 -0.66525 0.1 -0.2 0.0 -0.707
N -0.52220 1.04302 -0.28873 -0.1 0.0 0.2 -0.052
H -1.70198 -1.59998 1.12137 -0.2 0.2 0.0 0.286
H -2.66866 -0.51500 0.30373 0.0 0.0 0.1 0.244
H 2.23996 -1.51880 0.05767 1.0 0.0 -0.3 0.432
H 1.20028 2.00809 -1.20434 0.1 -0.3 0.2 0.379
H -1.17411 1.80609 -0.21291 0.1 0.0 -0.1 0.217
```
Forces are in eV/Å.

Net charge: 0
Molar mass in g mol⁻¹: 99.09
Electronic energy in eV: -9709.8254
Multiplicity: 1
SMILES string: Nc1nc(O)c[nH]1
Kohn-Sham gap in eV: 8.63
Relative energy (zero: lowest compared OMol25 entry of this formula, charge and spin) in eV: 0.758
Lowest unoccupied orbital energy in eV: 0.81